85
Properties=species:S:1:pos:R:3:forces:R:3:mulliken_charge:R:1 method="wB97M-V/def2-TZVPD" de_lowest_kj_mol=0.00 total_energy_ev=-102310.0275 e_homo_ev=-7.23
Rh -1.143 -0.022 -0.670 -0.08 0.11 -0.06 -0.449
C 1.882 1.383 -3.881 0.03 -0.01 0.01 -1.376
C 3.112 0.562 -3.507 0.01 0.01 -0.01 1.362
C 4.359 1.372 -3.853 0.01 0.00 -0.01 -2.272
C 3.171 -0.764 -4.264 0.00 0.01 0.00 -1.644
N 3.108 0.291 -2.034 -0.03 -0.03 0.02 0.497
C 4.089 0.738 -1.165 0.01 0.01 0.02 -0.315
C 3.784 0.274 0.058 0.01 0.01 0.02 -1.306
N 2.621 -0.459 -0.039 -0.03 -0.02 -0.05 0.390
B 2.088 -1.205 1.200 0.00 -0.02 0.01 1.253
N 1.338 -2.509 0.844 -0.01 0.00 0.00 -0.012
C 2.062 -3.617 0.470 0.00 -0.01 0.00 -1.305
C 1.196 -4.567 0.073 0.01 0.00 0.00 -0.231
N -0.078 -4.041 0.203 0.01 0.02 0.01 0.455
C 0.034 -2.773 0.669 0.00 0.01 -0.02 0.019
S -1.265 -1.681 1.021 -0.01 0.03 0.05 -0.454
C -1.329 -4.756 -0.200 -0.01 0.00 0.01 1.434
C -1.995 -4.002 -1.351 0.00 0.00 0.00 -1.261
C -2.253 -4.895 1.009 0.00 0.00 0.00 -1.518
C -0.961 -6.155 -0.690 0.00 0.00 0.00 -2.274
N 1.296 -0.285 2.170 0.00 0.02 0.01 0.355
C 1.391 -0.527 3.516 -0.01 0.01 0.00 -1.256
C 0.712 0.439 4.163 -0.01 -0.02 0.00 -0.414
N 0.181 1.278 3.206 0.03 0.00 -0.02 0.658
C 0.525 0.800 1.980 0.02 0.00 0.01 -0.795
S 0.116 1.523 0.434 -0.03 -0.06 0.05 0.563
C -0.569 2.534 3.542 -0.02 0.00 0.00 1.429
C 0.169 3.729 2.939 -0.01 0.01 0.01 -1.370
C -0.605 2.703 5.060 0.00 0.00 0.00 -2.345
C -1.996 2.426 3.026 0.00 -0.01 0.00 -1.287
C 2.201 -0.436 -1.324 0.02 0.05 0.01 -0.028
S 0.782 -1.190 -1.918 0.01 -0.05 -0.06 -0.206
H 1.944 1.667 -4.932 -0.01 0.00 0.00 0.507
H 1.841 2.295 -3.282 0.01 0.00 -0.01 0.336
H 0.961 0.828 -3.725 0.00 -0.02 0.00 0.128
H 4.350 1.547 -4.928 0.00 0.00 0.00 0.455
H 5.280 0.839 -3.611 0.00 0.00 0.00 0.517
H 4.362 2.346 -3.361 0.00 0.00 -0.01 0.449
H 3.208 -0.557 -5.335 0.00 0.00 0.00 0.468
H 2.296 -1.375 -4.062 -0.01 0.00 0.00 0.305
H 4.069 -1.321 -3.989 0.00 0.00 0.00 0.398
H 4.918 1.338 -1.482 -0.01 -0.01 0.01 0.554
H 4.299 0.391 0.995 0.00 0.00 0.00 0.645
H 3.063 -1.547 1.825 0.00 -0.01 0.00 -0.257
H 3.136 -3.629 0.519 0.00 0.00 0.00 0.597
H 1.383 -5.562 -0.277 0.00 0.00 0.00 0.533
H -2.368 -3.033 -1.031 0.00 0.00 0.00 0.050
H -2.837 -4.590 -1.720 0.00 0.00 0.00 0.528
H -1.287 -3.856 -2.168 0.00 0.00 0.00 0.331
H -2.569 -3.926 1.386 0.00 0.00 0.00 0.263
H -1.751 -5.440 1.810 0.00 0.00 0.00 0.381
H -3.140 -5.458 0.714 0.00 0.00 0.00 0.477
H -0.326 -6.123 -1.576 0.00 0.00 0.00 0.475
H -1.883 -6.665 -0.962 0.00 0.00 0.00 0.463
H -0.472 -6.745 0.087 0.00 0.00 0.00 0.495
H 1.952 -1.360 3.899 0.00 0.00 0.00 0.627
H 0.578 0.594 5.215 0.01 0.01 0.00 0.552
H 1.195 3.774 3.309 0.00 0.00 0.00 0.400
H -0.344 4.646 3.234 0.00 0.00 0.01 0.482
H 0.182 3.680 1.853 0.00 0.01 0.00 0.080
H 0.393 2.794 5.492 0.00 -0.01 0.00 0.510
H -1.142 1.890 5.548 0.00 0.00 0.00 0.482
H -1.143 3.625 5.272 0.00 0.00 0.00 0.460
H -2.022 2.397 1.944 0.00 -0.01 -0.01 0.011
H -2.566 3.293 3.365 0.00 0.00 -0.01 0.520
H -2.480 1.523 3.404 0.01 0.00 0.02 0.392
C 0.136 4.555 -1.787 -0.01 0.01 0.00 -1.057
O -0.374 3.225 -1.757 0.00 0.03 0.00 0.273
C -0.980 2.742 -2.850 0.03 -0.01 -0.03 0.173
S -1.180 3.596 -4.246 -0.01 0.01 0.01 -0.227
S -1.499 1.121 -2.682 -0.03 -0.05 0.04 -0.419
H 0.581 4.705 -0.805 0.00 0.00 0.00 0.154
H -0.666 5.271 -1.966 0.00 0.00 0.00 0.368
H 0.882 4.663 -2.574 0.00 0.00 0.00 0.367
F -6.567 2.363 1.019 0.00 0.00 0.00 -0.368
C -5.359 1.847 0.689 0.01 -0.01 0.00 0.311
C -4.380 2.691 0.203 0.00 -0.01 0.01 -0.771
C -3.147 2.154 -0.130 0.02 0.05 0.00 -0.478
C -2.864 0.792 0.017 0.07 -0.03 -0.07 1.486
C -3.891 -0.019 0.501 0.01 -0.01 0.01 -0.396
C -5.142 0.498 0.839 0.00 0.01 0.00 -0.892
H -4.589 3.746 0.082 0.00 0.00 0.00 0.441
H -2.381 2.823 -0.505 -0.03 -0.02 0.02 0.322
H -3.746 -1.085 0.621 0.02 -0.01 0.00 0.334
H -5.933 -0.139 1.212 0.00 0.00 0.00 0.465

---

23
Properties=species:S:1:pos:R:3:forces:R:3:lowdin_spin:R:1 method="wB97M-V/def2-TZVPD" charge=-1 de_lowest_kj_mol=283.51 multiplicity=2 s_squared=0.756 total_energy_ev=-19796.9837 e_homo_ev="-1.87 / -1.85"
C 2.177 0.575 1.391 1.03 0.59 -0.27 0.019
N 1.223 1.087 0.405 -0.23 -0.47 0.11 0.024
C 1.158 0.268 -0.814 -0.61 0.55 -0.12 0.004
C -0.305 0.270 -1.387 1.38 0.08 -0.35 0.001
C -1.362 -0.523 -0.728 -1.10 -1.07 1.60 0.009
S -2.493 0.201 0.539 0.37 0.67 -0.54 0.259
C 2.103 0.761 -1.905 1.34 -0.20 0.54 0.001
H 3.035 0.093 0.897 -0.35 -0.15 -0.06 0.000
H 1.739 -0.122 2.101 -0.10 -0.19 0.04 0.017
H 2.664 1.399 1.935 -0.38 -0.04 0.12 0.000
H 0.310 0.943 0.829 -0.03 0.32 0.11 0.038
H 1.497 -0.758 -0.602 -0.47 -0.04 0.08 0.001
H -0.109 -0.260 -2.335 -0.51 0.28 -0.09 0.000
H -0.490 1.340 -1.641 -0.14 -0.21 0.03 0.000
H -0.776 -0.057 2.037 -0.28 0.26 0.25 0.551
H -2.028 -1.078 -1.372 0.07 0.13 -0.51 0.003
H -2.996 -0.872 1.191 0.52 -0.03 -0.16 0.001
H 2.209 -0.082 -2.601 0.15 0.45 -0.23 0.000
H 3.101 0.981 -1.468 -0.27 -0.45 -0.10 0.000
H 1.893 1.696 -2.419 -0.78 -0.02 -0.08 0.000
H -0.627 -1.608 0.839 0.46 -0.64 -0.62 0.021
H -0.584 -3.104 1.302 -0.56 -0.51 -0.08 0.002
O -0.051 -2.324 1.248 0.48 0.71 0.33 0.048

---

22
Properties=species:S:1:pos:R:3:forces:R:3:lowdin_spin:R:1 method="wB97M-V/def2-TZVPD" charge=-2 de_lowest_kj_mol=181.68 multiplicity=2 s_squared=0.759 total_energy_ev=-13602.4798 e_homo_ev="3.77 / -0.87"
C 0.329 0.393 -0.843 -2.67 -1.40 -1.89 0.013
C -2.219 0.611 -0.505 3.19 0.68 -0.25 0.252
C -1.111 -0.201 -0.928 -0.60 -1.23 -0.07 0.080
C -3.514 0.062 -0.416 -1.50 2.34 0.88 0.122
C -3.684 -1.223 -0.781 -2.08 -0.70 -0.66 0.071
C -1.399 -1.528 -1.354 5.74 2.97 -0.55 0.130
C -2.673 -1.992 -1.321 -1.31 -2.97 -0.54 0.208
H -1.741 1.540 -0.158 -1.51 0.15 0.42 0.035
H -4.373 0.769 -0.141 1.00 -1.30 -0.34 0.012
H 0.376 1.220 -1.568 0.43 -0.27 -0.17 0.012
H 0.990 -0.457 -0.999 0.42 0.55 -0.31 0.001
H -4.675 -1.682 -0.902 -0.06 0.36 0.54 0.014
H -0.467 -2.010 -1.867 -1.90 0.19 1.00 0.010
H -2.849 -3.060 -1.527 -0.17 0.35 0.01 0.038
H 0.536 0.783 0.108 0.10 0.39 1.24 0.000
C 2.784 2.016 1.998 0.77 -2.31 2.10 0.000
C 3.199 0.669 1.279 -1.74 0.03 1.32 0.000
O 4.415 0.517 1.283 2.22 -0.62 -0.73 0.000
O 2.277 -0.097 0.908 1.15 0.44 0.49 0.001
H 1.836 1.794 2.510 -0.58 1.27 -1.23 0.000
H 3.135 2.772 1.342 -1.04 1.30 -0.58 0.000
H 3.429 2.132 2.904 0.15 -0.24 -0.69 0.000

---

23
Properties=species:S:1:pos:R:3:forces:R:3:mulliken_charge:R:1 method="wB97M-V/def2-TZVPD" smiles=CC[C@@H]1C[C@@]1(O)N(C)N de_lowest_kj_mol=410.42 total_energy_ev=-11473.5163 e_homo_ev=-8.95
C -2.494 -0.078 1.505 3.35 -1.72 -1.15 -1.429
C -1.976 0.848 0.462 0.26 0.58 -1.82 -0.309
C -0.496 0.936 0.447 2.30 -1.11 2.53 0.338
C 0.307 1.636 -0.606 2.41 -1.48 1.03 -1.116
C 0.307 0.048 -0.452 1.59 1.77 -0.51 0.107
O -0.307 -0.659 -1.470 -0.35 0.11 -1.25 -0.568
N 1.552 -0.575 -0.033 -1.65 -0.05 0.47 0.198
C 2.583 -0.593 -1.064 -0.61 -1.19 -0.32 -0.931
N 1.329 -1.817 0.672 1.22 0.47 -0.82 -0.697
H -2.360 -1.156 1.224 1.13 0.71 0.81 0.269
H -3.456 -0.083 1.337 -5.59 0.57 0.17 0.511
H -2.201 0.271 2.464 0.12 -0.39 1.03 0.380
H -2.346 1.870 0.719 -0.13 -0.63 -0.78 0.245
H -2.250 0.452 -0.593 -0.09 1.14 1.64 0.281
H 0.032 0.904 1.500 -1.22 0.44 -1.94 0.261
H -0.173 1.974 -1.473 -0.86 0.45 -1.04 0.289
H 1.292 2.159 -0.399 -1.53 -0.68 0.10 0.303
H 0.191 -0.423 -2.283 -0.66 -0.46 0.68 0.381
H 2.474 -1.130 -2.085 -0.42 0.52 1.62 0.247
H 2.822 0.418 -1.229 0.15 1.39 -0.63 0.364
H 3.433 -0.972 -0.565 1.07 -0.81 0.22 0.378
H 1.126 -1.619 1.628 -0.11 0.29 0.49 0.241
H 0.610 -2.411 0.295 -0.38 0.10 -0.53 0.259

---

16
Properties=species:S:1:pos:R:3:forces:R:3:mulliken_charge:R:1 method="wB97M-V/def2-TZVPD" smiles=C[C@@](O)(CO)C(F)(F)F de_lowest_kj_mol=0.00 total_energy_ev=-16508.2299 e_homo_ev=-10.44
C -1.052 0.723 -0.752 0.63 1.59 0.17 -1.495
C 0.114 0.290 0.089 0.55 -4.93 -1.49 0.901
O 0.604 1.274 0.861 1.50 2.06 0.55 -0.593
C -0.279 -1.035 0.952 -0.18 0.33 -1.23 -0.770
O -1.400 -0.772 1.825 1.47 0.71 0.44 -0.519
C 1.307 -0.359 -0.963 -2.58 1.10 0.06 0.741
F 1.859 0.694 -1.620 0.06 -0.52 0.09 -0.264
F 2.236 -1.046 -0.361 1.12 -0.08 0.88 -0.256
F 0.811 -1.238 -1.906 -0.11 1.18 0.61 -0.279
H -1.651 1.362 -0.141 -0.71 0.09 0.99 0.446
H -1.710 -0.076 -1.081 0.42 0.15 -0.83 0.314
H -0.640 1.535 -1.402 -0.55 -1.26 -0.76 0.370
H 0.895 2.072 0.339 -0.55 -1.29 0.60 0.405
H 0.597 -1.499 1.506 -0.97 0.79 -0.65 0.312
H -0.620 -1.772 0.114 0.43 1.11 1.81 0.338
H -1.073 -0.152 2.540 -0.53 -1.05 -1.25 0.350

---

41
Properties=species:S:1:pos:R:3:forces:R:3:mulliken_charge:R:1 method="wB97M-V/def2-TZVPD" charge=+1 de_lowest_kj_mol=0.00 total_energy_ev=-33579.2920 e_homo_ev=-11.69
C 2.943 -4.846 0.839 0.19 -0.07 -0.24 -1.409
C 1.962 -3.769 0.505 -0.16 0.08 0.34 1.149
C 1.048 -3.353 1.486 -0.35 0.26 0.27 -0.731
C 0.110 -2.382 1.209 -0.17 -0.42 0.07 -0.520
C 0.045 -1.756 -0.074 0.20 -0.26 0.23 0.609
C -0.957 -0.803 -0.241 0.40 0.13 0.03 0.305
C -1.001 0.220 -1.301 0.77 -1.18 -0.42 -1.300
C 1.021 -2.159 -1.060 -0.05 0.12 0.25 -0.397
C 1.935 -3.157 -0.759 -0.28 0.47 -0.68 -0.881
H 3.589 -5.072 -0.013 -0.09 -0.01 0.16 0.360
H 3.576 -4.546 1.683 -0.14 0.03 -0.11 0.353
H 2.427 -5.764 1.145 0.01 0.17 -0.06 0.362
H 1.072 -3.825 2.470 0.01 0.19 -0.26 0.423
H -0.610 -2.057 1.966 0.28 -0.22 -0.19 0.345
H -1.763 -0.799 0.498 0.26 0.09 0.00 0.403
H -1.768 -0.107 -2.011 -0.14 0.11 -0.20 0.392
H -0.026 0.189 -1.809 -0.38 0.07 -0.02 0.368
H 0.999 -1.691 -2.049 0.10 -0.30 0.39 0.429
H 2.645 -3.496 -1.521 -0.29 0.20 0.27 0.323
Cl 2.133 1.560 4.112 0.25 0.01 0.31 -0.194
C 1.143 1.792 2.733 -0.78 -0.05 -0.78 0.311
C -0.248 1.654 2.850 0.34 0.19 -0.51 -0.928
C -1.043 1.763 1.699 0.24 -0.40 0.52 -0.159
C -0.462 1.924 0.441 -0.14 -0.21 -0.50 -0.137
C -1.269 1.652 -0.852 -0.05 1.92 0.44 2.441
C -0.850 2.611 -2.023 -0.35 0.06 0.07 -1.302
C -2.149 2.965 -2.788 0.41 -0.30 0.01 -0.790
C -3.232 2.616 -1.798 0.17 -0.31 0.43 -0.580
C -2.758 1.972 -0.717 -0.03 0.10 -0.66 -0.822
C 0.911 2.170 0.354 0.30 -0.20 0.51 -0.475
C 1.723 2.087 1.493 -0.40 0.00 -0.03 -0.805
H -0.697 1.435 3.817 0.11 0.18 -0.17 0.440
H -2.127 1.682 1.815 0.40 -0.08 -0.06 0.263
H -0.445 3.532 -1.598 0.04 -0.17 0.04 0.525
H -0.093 2.174 -2.682 -0.03 0.08 0.14 0.310
H -2.155 4.024 -3.077 -0.14 -0.27 0.08 0.412
H -2.216 2.385 -3.722 -0.23 0.12 0.21 0.312
H -4.271 2.867 -2.007 0.22 -0.02 0.34 0.476
H -3.308 1.671 0.175 -0.17 0.05 -0.50 0.300
H 1.366 2.419 -0.606 -0.09 -0.24 0.25 0.394
H 2.801 2.216 1.419 -0.25 0.05 0.04 0.426

---

15
Properties=species:S:1:pos:R:3:forces:R:3:mulliken_charge:R:1 method="wB97M-V/def2-TZVPD" smiles="C#CCN(CC#C)N=O" de_lowest_kj_mol=619.55 total_energy_ev=-11340.0105 e_homo_ev=-9.66
C 0.459 2.486 0.722 1.13 -2.29 -1.10 0.126
C 0.782 1.430 0.197 -1.25 2.19 0.19 -0.352
C 0.903 0.280 -0.718 1.96 -0.32 0.77 -0.922
N 0.632 -0.978 -0.036 1.07 -1.15 0.30 0.449
C -0.632 -0.997 0.707 0.29 0.47 1.06 -0.689
C -1.776 -0.431 -0.035 0.80 -0.23 0.02 -0.390
C -2.597 0.078 -0.743 -1.12 0.29 -1.74 0.158
N 1.523 -1.934 0.444 2.29 0.76 -2.10 -0.222
O 2.704 -1.962 -0.018 -4.32 1.01 1.26 -0.424
H 0.349 3.446 1.146 -0.17 0.24 0.31 0.455
H 0.267 0.344 -1.562 -1.00 0.37 -0.59 0.367
H 1.906 0.277 -1.154 0.11 -0.33 0.32 0.331
H -0.793 -2.032 0.970 -0.26 -0.22 0.16 0.399
H -0.440 -0.419 1.646 -0.58 -0.37 -0.57 0.350
H -3.287 0.410 -1.566 1.04 -0.43 1.71 0.366

---

56
Properties=species:S:1:pos:R:3:forces:R:3:lowdin_spin:R:1 method="wB97M-V/def2-TZVPD" charge=+2 multiplicity=3 s_squared=2.016 total_energy_ev=-75728.5688 e_homo_ev="-14.19 / -14.39"
Mo -0.243 -0.575 0.192 -0.76 -0.05 0.06 1.689
C -1.540 -0.117 -2.156 0.56 -0.06 0.05 0.013
C -1.589 1.385 -2.078 -0.05 0.08 -0.01 0.001
C -2.009 2.107 -3.180 0.02 -0.05 -0.05 0.000
C -1.976 3.494 -3.158 0.00 0.01 0.01 0.002
C -1.463 4.152 -2.057 0.01 -0.03 0.03 0.000
C -1.018 3.461 -0.931 -0.02 -0.02 -0.05 0.005
C -0.405 4.232 0.203 -0.01 0.01 0.03 0.001
C -1.147 2.069 -0.939 -0.01 0.13 -0.11 0.007
N -0.789 1.298 0.216 -0.03 0.08 0.07 0.023
C -1.266 1.724 1.488 -0.06 0.03 0.21 0.008
O -2.182 2.464 1.682 0.06 0.01 -0.03 0.007
C -0.467 1.065 2.584 0.04 -0.03 0.12 0.013
C -0.291 1.476 3.890 0.00 0.00 -0.04 -0.004
C 0.643 0.787 4.664 0.00 0.03 0.04 0.017
C 1.406 -0.247 4.124 0.00 -0.04 -0.05 -0.003
C 1.159 -0.609 2.815 -0.07 0.04 0.10 0.014
N 0.209 0.017 2.125 -0.04 -0.14 -0.12 -0.009
C 1.930 -1.553 1.929 0.16 0.11 0.04 0.003
O 2.859 -2.221 2.259 -0.07 -0.03 0.01 0.012
N 1.410 -1.445 0.622 0.13 -0.05 0.11 0.012
C 2.033 -1.941 -0.555 0.03 0.04 -0.17 0.033
C 1.317 -2.849 -1.359 -0.04 0.02 0.08 0.027
C -0.048 -3.387 -0.995 0.06 -0.01 -0.04 0.012
C 1.912 -3.294 -2.532 -0.02 -0.02 -0.02 -0.003
C 3.175 -2.855 -2.890 -0.01 0.01 0.02 0.022
C 3.858 -1.941 -2.096 -0.03 0.01 -0.02 0.003
C 3.302 -1.449 -0.928 -0.04 -0.03 -0.01 0.014
C 4.052 -0.461 -0.084 0.02 0.00 0.02 0.002
H -1.499 -0.450 -3.194 -0.22 -0.03 0.01 0.001
H -2.343 -0.669 -1.661 -0.01 0.09 0.07 0.004
H -0.508 -0.489 -1.864 -0.10 -0.13 -0.13 0.007
H -2.350 1.585 -4.065 0.00 0.01 -0.01 0.000
H -2.315 4.057 -4.016 0.00 0.00 -0.01 0.000
H -1.386 5.232 -2.066 0.01 0.00 0.00 0.000
H 0.128 5.097 -0.187 0.00 0.00 -0.01 0.000
H 0.311 3.636 0.773 0.00 0.01 -0.01 0.000
H -1.173 4.591 0.890 0.02 0.00 0.01 0.000
H -0.840 2.323 4.277 -0.01 0.00 -0.02 0.000
H 0.809 1.090 5.689 0.00 0.00 0.00 0.001
H 2.182 -0.744 4.691 0.01 -0.01 -0.02 0.000
H -0.538 -2.892 -0.139 0.08 -0.11 -0.01 0.004
H 0.013 -4.436 -0.701 0.00 0.01 0.02 0.003
H -0.728 -3.325 -1.845 -0.02 0.00 0.02 0.001
H 1.386 -4.001 -3.161 0.00 0.00 -0.01 -0.001
H 3.632 -3.220 -3.800 0.00 0.00 0.00 0.001
H 4.838 -1.596 -2.398 0.00 0.00 0.00 0.000
H 4.751 0.105 -0.696 0.01 -0.01 0.00 0.000
H 4.624 -0.980 0.687 0.00 0.02 0.01 0.001
H 3.392 0.252 0.414 -0.01 0.00 -0.02 0.000
Cl -4.697 -3.436 2.155 0.03 0.09 -0.03 0.002
C -4.598 -1.733 1.714 -0.33 -0.12 0.24 0.001
Cl -5.662 -1.340 0.372 0.02 0.01 -0.03 0.003
Cl -4.879 -0.680 3.101 0.02 -0.03 -0.06 0.004
C -3.226 -1.482 1.266 0.34 0.02 -0.10 0.034
N -2.156 -1.282 0.910 0.30 0.13 -0.21 0.008